[1]
C22H29BMnN8O8S2 as an isolated structure at a distorted geometry, computed with ωB97M-V with the def2-TZVPD basis set.

Properties
- Kohn-Sham gap (spin up / spin down) (eV) = 5.798 / 5.796
- expectation value of S² = 0.8868
- LUMO level (spin up / spin down) (eV) = 4.16 / 4.16
- HOMO level (spin up / spin down) (eV) = -1.635 / -1.633
- 2S+1 = 2
- net charge = -2

Cartesian coordinates (Å):
1 Mn 0.117 0.680 -1.555
2 C 3.018 -1.200 -2.005
3 C 2.638 -0.800 -0.619
4 C 3.106 -1.307 0.604
5 C 2.414 -0.613 1.575
6 C 2.415 -0.799 3.052
7 N 1.611 0.272 0.952
8 N 1.737 0.143 -0.394
9 B 0.841 1.422 1.611
10 N -0.599 1.027 2.051
11 N -1.535 0.662 1.149
12 C -2.713 0.464 1.731
13 C -3.875 -0.049 0.962
14 C -2.534 0.757 3.095
15 C -1.210 1.094 3.258
16 C -0.482 1.419 4.518
17 N 0.809 2.690 0.723
18 N 0.540 2.692 -0.611
19 C 0.695 3.935 -1.037
20 C 0.506 4.329 -2.465
21 C 1.059 4.769 0.034
22 C 1.125 3.939 1.130
23 C 1.475 4.300 2.536
24 H 4.079 -1.458 -2.045
25 H 2.811 -0.389 -2.704
26 H 2.429 -2.059 -2.328
27 H 3.804 -2.113 0.759
28 H 3.091 -1.613 3.313
29 H 1.411 -1.080 3.373
30 H 2.729 0.105 3.582
31 H 1.399 1.708 2.637
32 H -3.615 -0.093 -0.095
33 H -4.754 0.583 1.112
34 H -4.101 -1.069 1.278
35 H -3.273 0.658 3.872
36 H -1.156 1.269 5.361
37 H -0.126 2.451 4.541
38 H 0.383 0.768 4.648
39 H 0.717 3.489 -3.119
40 H 1.184 5.147 -2.716
41 H -0.515 4.667 -2.656
42 H 1.258 5.828 0.007
43 H 1.705 5.365 2.582
44 H 2.339 3.741 2.896
45 H 0.649 4.101 3.221
46 N -1.607 1.175 -2.674
47 N -1.231 1.698 -3.928
48 C 0.145 1.550 -4.276
49 O 0.442 1.781 -5.448
50 O 0.925 1.274 -3.307
51 H -2.014 0.238 -2.716
52 H -2.246 1.795 -2.195
53 H -1.845 1.466 -4.695
54 O -0.752 -2.887 1.959
55 S -1.858 -2.845 0.950
56 O -3.018 -3.688 1.397
57 O -1.247 0.451 -0.090
58 C -1.143 -3.997 -0.336
59 C -0.851 -5.254 0.187
60 C -0.327 -6.262 -0.597
61 C -0.093 -6.028 -1.947
62 C -0.383 -4.787 -2.484
63 C -0.903 -3.762 -1.688
64 S -1.128 -2.197 -2.562
65 O -1.018 -2.555 -3.964
66 O -2.419 -1.626 -2.208
67 O 0.021 -1.340 -2.158
68 H -1.054 -5.409 1.241
69 H -0.104 -7.232 -0.163
70 H 0.314 -6.809 -2.581
71 H -0.213 -4.582 -3.532

---

[2]
One molecule with the formula C3H6N2OS at a distorted geometry, computed with ωB97M-V with the def2-TZVPD basis set.

Properties
- Kohn-Sham gap (eV) = 9.723
- LUMO level (eV) = 0.83
- HOMO level (eV) = -8.888

Cartesian coordinates (Å):
1 C 0.207 0.288 -0.141
2 C -0.358 -1.072 0.080
3 C -2.055 0.990 -0.011
4 H 3.248 0.168 -0.605
5 H 2.801 -0.815 0.781
6 H -0.089 -1.300 1.165
7 H 0.021 -1.731 -0.592
8 H -2.381 1.334 0.985
9 H -2.484 1.543 -0.826
10 N 2.434 -0.463 -0.278
11 N 1.410 0.598 -0.142
12 O -0.674 1.297 -0.154
13 S -2.080 -0.836 -0.263

---

[3]
A 6-piece molecular cluster, C29H51N2O17 overall at a distorted geometry, computed with ωB97M-V with the def2-TZVPD basis set.

Properties
- Kohn-Sham gap (eV) = 6.392
- LUMO level (eV) = -4.74
- HOMO level (eV) = -11.128
- net charge = +1

Cartesian coordinates (Å):
1 C 4.004 1.736 -1.476
2 C 4.305 1.860 -0.154
3 C 4.426 0.755 0.837
4 O 3.921 0.855 1.918
5 O 5.153 -0.348 0.532
6 C 6.563 -0.071 0.389
7 C 6.999 -0.238 -1.060
8 C 8.463 0.159 -1.342
9 C 9.085 1.146 -0.336
10 C 8.551 2.586 -0.574
11 C 8.046 3.366 0.654
12 N 8.655 2.970 1.934
13 C 9.818 3.463 2.326
14 C 10.430 3.142 3.528
15 C 9.772 2.218 4.329
16 C 10.316 1.756 5.635
17 C 8.560 1.732 3.796
18 N 7.996 2.084 2.669
19 H 3.084 1.307 -1.861
20 H 4.696 2.149 -2.208
21 H 4.489 2.850 0.263
22 H 7.117 -0.780 1.005
23 H 6.719 0.949 0.730
24 H 6.310 0.346 -1.668
25 H 6.826 -1.277 -1.336
26 H 8.481 0.667 -2.306
27 H 9.090 -0.727 -1.410
28 H 8.994 0.804 0.693
29 H 10.150 1.164 -0.569
30 H 9.297 3.146 -1.133
31 H 7.691 2.493 -1.238
32 H 8.297 4.416 0.514
33 H 6.967 3.335 0.764
34 H 10.304 4.157 1.653
35 H 11.370 3.579 3.826
36 H 11.334 2.101 5.778
37 H 9.661 2.085 6.442
38 H 10.333 0.666 5.666
39 H 8.020 0.987 4.369
40 C -2.363 -1.262 -2.765
41 O -1.943 -1.385 -1.401
42 C -0.659 -1.113 -1.194
43 O 0.144 -0.786 -2.028
44 O -0.411 -1.268 0.109
45 C 0.946 -1.016 0.476
46 H -3.422 -1.503 -2.801
47 H -2.227 -0.241 -3.117
48 H -1.819 -1.958 -3.400
49 H 1.218 0.013 0.245
50 H 1.617 -1.710 -0.027
51 H 1.021 -1.168 1.549
52 C -1.345 -3.815 1.608
53 O -0.149 -4.559 1.873
54 C -0.212 -5.331 2.956
55 O -1.155 -5.442 3.692
56 O 0.957 -5.963 3.084
57 C 1.028 -6.834 4.214
58 H -1.167 -3.236 0.715
59 H -2.184 -4.487 1.436
60 H -1.566 -3.138 2.431
61 H 0.280 -7.621 4.141
62 H 0.897 -6.276 5.139
63 H 2.019 -7.280 4.201
64 C -8.994 -1.276 -3.081
65 O -8.574 -1.398 -1.718
66 C -7.288 -1.129 -1.512
67 O -6.490 -0.804 -2.355
68 O -7.035 -1.280 -0.214
69 C -5.679 -1.018 0.154
70 H -10.051 -1.522 -3.110
71 H -8.856 -0.257 -3.437
72 H -8.452 -1.974 -3.715
73 H -5.412 0.012 -0.071
74 H -5.003 -1.707 -0.351
75 H -5.598 -1.171 1.226
76 C -10.610 -0.170 -8.380
77 O -11.897 0.005 -7.784
78 C -12.046 -0.607 -6.611
79 O -11.209 -1.264 -6.047
80 O -13.279 -0.367 -6.170
81 C -13.581 -0.968 -4.909
82 H -10.628 0.375 -9.319
83 H -9.832 0.242 -7.740
84 H -10.418 -1.222 -8.578
85 H -12.920 -0.586 -4.133
86 H -13.505 -2.052 -4.971
87 H -14.605 -0.694 -4.673
88 C -4.000 4.266 1.435
89 O -4.789 4.139 2.619
90 C -5.152 2.889 2.902
91 O -4.871 1.911 2.259
92 O -5.879 2.908 4.016
93 C -6.342 1.623 4.440
94 H -3.777 5.324 1.324
95 H -3.069 3.711 1.532
96 H -4.555 3.923 0.564
97 H -5.502 0.965 4.655
98 H -6.986 1.179 3.684
99 H -6.913 1.784 5.349

---

[4]
C15H20CrN2O as an isolated structure at a distorted geometry, computed with ωB97M-V with the def2-TZVPD basis set.

Properties
- Kohn-Sham gap (spin up / spin down) (eV) = 5.096 / 6.093
- expectation value of S² = 6.0936
- LUMO level (spin up / spin down) (eV) = -0.25 / -0.35
- HOMO level (spin up / spin down) (eV) = -5.350 / -6.443
- 2S+1 = 5

Cartesian coordinates (Å):
1 C -3.063 -0.480 0.207
2 C -3.622 0.807 -0.384
3 H -2.924 -1.261 -0.532
4 H -3.831 -0.875 0.871
5 H -2.130 -0.435 0.811
6 H -3.338 0.979 -1.419
7 H -4.711 0.866 -0.366
8 H -3.316 1.687 0.173
9 C 0.174 -2.699 0.129
10 C 1.036 -3.793 -0.031
11 C 2.160 -3.667 -0.858
12 C 2.388 -2.456 -1.514
13 H -0.735 -2.738 0.720
14 H 0.790 -4.709 0.498
15 H 2.857 -4.499 -0.979
16 H 3.219 -2.319 -2.223
17 N 0.416 -1.491 -0.426
18 C 1.502 -1.375 -1.256
19 C 1.746 -0.030 -1.781
20 N 0.817 0.906 -1.397
21 C 1.074 2.186 -1.686
22 C 3.240 1.708 -2.599
23 C 2.295 2.637 -2.149
24 H 0.278 2.886 -1.476
25 H 2.447 3.710 -2.163
26 C 2.913 0.350 -2.484
27 H 3.566 -0.435 -2.877
28 H 4.192 2.032 -3.011
29 Cr -0.739 0.387 -0.001
30 C -1.306 2.479 0.170
31 H -1.907 2.514 -0.790
32 H -0.513 3.240 0.061
33 H -1.989 2.977 0.886
34 C 0.211 1.223 2.709
35 C 0.819 0.694 1.442
36 O 2.008 0.594 1.210
37 H -0.758 1.702 2.542
38 H 0.899 1.991 3.085
39 H 0.085 0.400 3.424

---

[5]
One molecule with the formula C2H3BrOS at a distorted geometry, computed with ωB97M-V with the def2-TZVPD basis set.

Properties
- Kohn-Sham gap (eV) = 8.934
- LUMO level (eV) = -0.14
- HOMO level (eV) = -9.077

Cartesian coordinates (Å):
1 C 0.290 1.181 0.446
2 C 0.028 -0.352 0.418
3 O -0.416 1.970 0.969
4 S -1.344 -0.750 -0.852
5 Br -0.429 -1.792 -2.469
6 H 1.237 1.446 0.049
7 H 0.924 -0.846 0.112
8 H -0.290 -0.855 1.326

---

[6]
One molecule with the formula C4H4N4 at a distorted geometry, computed with ωB97M-V with the def2-TZVPD basis set.

Properties
- Kohn-Sham gap (eV) = 9.105
- LUMO level (eV) = -0.74
- HOMO level (eV) = -9.846

Cartesian coordinates (Å):
1 C -0.856 0.622 -0.233
2 C 0.433 1.267 -0.399
3 C 1.525 -0.433 0.740
4 C -0.337 -1.636 -0.074
5 H -2.561 1.013 0.069
6 H 0.225 2.451 -0.805
7 H 2.267 -0.387 1.457
8 H -0.556 -2.564 -0.677
9 N -1.786 1.548 -0.085
10 N 1.587 0.703 -0.095
11 N 0.728 -1.454 0.726
12 N -1.095 -0.716 -0.581

---

Taking the records one at a time from the top gives energy values of -3868.1169 -700.7624 -2523.8673 -1812.6625 -3125.4149 -373.7367 Ha.